Formula: C4H8NS
Source: the Open Molecules 2025 dataset
Level of theory: the ωB97M-V functional and the def2-TZVPD basis

Values from the calculation:
Gap between HOMO and LUMO (alpha / beta) ... 7.372 / 8.169 eV
E_LUMO (alpha / beta) ... -0.19328 / -0.18462 Eh
F_max ... 5.6 eV/Å

ORCA input file:
```
! wB97M-V def2-TZVPD RIJCOSX def2/J DEFGRID3
* xyz 1 1
C 0.6598 1.3325 0.8479
C -1.8404 -0.2384 -0.8208
C 0.3016 -1.3469 0.4022
C 0.4625 1.0792 -0.6541
N 1.0252 -0.0153 0.1349
S -1.5887 -0.9026 0.6463
H 1.5765 1.6900 1.3627
H -0.1957 1.4902 1.3638
H -2.6693 0.5068 -0.9369
H -1.5725 -0.8462 -1.7208
H 0.3031 -1.9990 -0.4119
H 0.6047 -1.8457 1.2557
H 0.8402 1.3225 -1.6366
H 2.0929 -0.2272 0.1677
*
```